# 1
Here is C2HCl3OS as an isolated structure in a non-equilibrium geometry from the OMol25 dataset. Energies are from the ωB97M-V functional and the def2-TZVPD basis.

Calculated values
- ΔE to the lowest compared entry with this formula, charge and spin: 116.2 kcal/mol
- Strongest force on any atom: 6.456 eV/A
- HOMO energy: -9.252 eV

```
! wB97M-V def2-TZVPD RIJCOSX def2/J DEFGRID3
* xyz 0 1
C 0.979 0.978 1.127
C 1.691 0.966 -1.142
O 0.647 -1.163 0.334
S 1.758 -0.248 0.570
Cl 0.025 1.165 -1.647
Cl 2.157 2.603 -0.887
Cl 1.277 2.509 1.621
H -0.147 0.854 0.802
*
```

# 2
Here is one molecule with the formula C2HCl4OPS in a non-equilibrium geometry from the OMol25 dataset. Energies are from the ωB97M-V functional and the def2-TZVPD basis.

Calculated values
- ΔE to the lowest compared entry with this formula, charge and spin: 0.0 kcal/mol
- Strongest force on any atom: 2.025 eV/A
- HOMO energy: -9.688 eV

```
! wB97M-V def2-TZVPD RIJCOSX def2/J DEFGRID3
* xyz 0 1
O 2.914 -0.190 -1.787
P 3.463 0.131 -0.489
Cl 4.593 1.714 -0.313
Cl 4.775 -1.188 0.237
S 2.006 0.309 1.050
C 0.978 -1.016 0.512
Cl 1.728 -2.571 0.644
C -0.196 -0.761 -0.017
Cl -1.140 -1.883 -0.894
H -0.827 0.066 0.057
*
```

# 3
Here is a 2-piece molecular cluster, C2HClF2O overall in a non-equilibrium geometry from the OMol25 dataset. Energies are from the ωB97M-V functional and the def2-TZVPD basis.

Calculated values
- ΔE to the lowest compared entry with this formula, charge and spin: 64.5 kcal/mol
- Strongest force on any atom: 3.748 eV/A
- HOMO energy (alpha / beta): -10.163 / -10.163 eV

```
! wB97M-V def2-TZVPD RIJCOSX def2/J DEFGRID3
* xyz 0 1
C 0.625 0.305 0.028
C -0.746 0.201 -0.303
O -0.241 0.813 0.925
F -1.486 -0.845 -0.268
F -1.281 1.075 -1.098
Cl 1.469 -1.936 0.766
H 1.660 0.387 -0.050
*
```

# 4
Here is a 2-piece molecular cluster, C2HClN2O overall in a non-equilibrium geometry from the OMol25 dataset. Energies are from the ωB97M-V functional and the def2-TZVPD basis.

Calculated values
- ΔE to the lowest compared entry with this formula, charge and spin: 88.7 kcal/mol
- Strongest force on any atom: 3.535 eV/A
- HOMO energy (alpha / beta): -9.212 / -9.247 eV

```
! wB97M-V def2-TZVPD RIJCOSX def2/J DEFGRID3
* xyz 0 1
C -0.795 0.318 1.029
C 0.172 -0.516 0.393
N -1.753 0.915 1.321
N 1.012 0.974 -0.870
O 0.910 0.656 -1.986
Cl -0.546 -1.467 -0.896
H 1.001 -0.880 1.009
*
```

# 5
Here is C2HClN2O as an isolated structure in a non-equilibrium geometry from the OMol25 dataset. Energies are from the ωB97M-V functional and the def2-TZVPD basis.

Calculated values
- ΔE to the lowest compared entry with this formula, charge and spin: 26.2 kcal/mol
- Strongest force on any atom: 1.934 eV/A
- HOMO energy: -10.775 eV

```
! wB97M-V def2-TZVPD RIJCOSX def2/J DEFGRID3
* xyz 0 1
C -0.960 -0.096 0.001
C 1.022 0.407 -0.007
H 1.947 0.961 0.037
N -0.214 0.988 -0.008
N 1.082 -0.876 -0.022
O -0.244 -1.219 0.007
Cl -2.633 -0.165 -0.008
*
```

# 6
Here is one molecule with the formula C2HClNO2P in a non-equilibrium geometry from the OMol25 dataset. Energies are from the ωB97M-V functional and the def2-TZVPD basis.

Calculated values
- ΔE to the lowest compared entry with this formula, charge and spin: 58.3 kcal/mol
- Strongest force on any atom: 3.741 eV/A
- HOMO energy (alpha / beta): -8.872 / -8.878 eV

```
! wB97M-V def2-TZVPD RIJCOSX def2/J DEFGRID3
* xyz 0 1
C 1.961 -0.476 0.007
C 1.018 -0.395 0.946
N 2.938 -0.561 -0.610
O -0.208 -0.120 1.016
O -0.389 0.352 -1.514
P -1.106 0.381 -0.275
Cl -2.699 -0.663 -0.058
H -1.515 1.481 0.488
*
```

# 7
Here is an isolated ion of composition C2HClNO3S and charge -1 in a non-equilibrium geometry from the OMol25 dataset. Energies are from the ωB97M-V functional and the def2-TZVPD basis.

Calculated values
- ΔE to the lowest compared entry with this formula, charge and spin: 0.0 kcal/mol
- Strongest force on any atom: 3.614 eV/A
- HOMO energy: -5.684 eV

```
! wB97M-V def2-TZVPD RIJCOSX def2/J DEFGRID3
* xyz -1 1
N -1.831 0.488 1.975
C -1.370 0.162 0.971
C -0.797 -0.189 -0.249
Cl -0.739 -1.882 -0.629
S 1.248 0.222 -0.232
O 1.720 -0.686 0.787
O 1.578 -0.140 -1.597
O 1.329 1.633 0.073
H -1.137 0.392 -1.099
*
```

# 8
Here is a 2-piece molecular cluster, C2HClO overall in a non-equilibrium geometry from the OMol25 dataset. Energies are from the ωB97M-V functional and the def2-TZVPD basis.

Calculated values
- ΔE to the lowest compared entry with this formula, charge and spin: 68.2 kcal/mol
- Strongest force on any atom: 2.515 eV/A
- HOMO energy (alpha / beta): -8.414 / -8.447 eV

```
! wB97M-V def2-TZVPD RIJCOSX def2/J DEFGRID3
* xyz 0 1
C 0.886 -1.120 -0.006
C -0.963 0.612 -0.005
O 1.481 -1.942 0.442
Cl -0.217 1.935 0.635
H -1.186 0.515 -1.065
*
```

# 9
Here is one molecule with the formula C2HClO2S in a non-equilibrium geometry from the OMol25 dataset. Energies are from the ωB97M-V functional and the def2-TZVPD basis.

Calculated values
- ΔE to the lowest compared entry with this formula, charge and spin: 23.3 kcal/mol
- Strongest force on any atom: 5.197 eV/A
- HOMO energy: -9.534 eV

```
! wB97M-V def2-TZVPD RIJCOSX def2/J DEFGRID3
* xyz 0 1
O 0.877 -2.306 0.312
C 0.926 -1.173 0.079
C 0.746 0.073 0.049
Cl 1.898 1.243 0.563
S -0.515 0.518 -1.136
O -1.623 1.134 -0.083
H -2.309 0.511 0.216
*
```

# 10
Here is C2HCuLiO3 as an isolated structure in a non-equilibrium geometry from the OMol25 dataset. Energies are from the ωB97M-V functional and the def2-TZVPD basis.

Calculated values
- ΔE to the lowest compared entry with this formula, charge and spin: 20.5 kcal/mol
- Strongest force on any atom: 6.741 eV/A
- HOMO energy: -13.774 eV

```
! wB97M-V def2-TZVPD RIJCOSX def2/J DEFGRID3
* xyz 1 1
O -1.683 0.708 -0.223
C -0.775 0.337 -0.927
H -0.857 0.300 -2.028
O 0.615 0.071 1.156
C 0.677 0.254 -0.095
O 0.933 -0.760 -0.838
Li -0.886 0.915 1.969
Cu 1.976 -1.825 0.985
*
```

# 11
Here is C2HDyFO as an isolated structure in a non-equilibrium geometry from the OMol25 dataset. Energies are from the ωB97M-V functional and the def2-TZVPD basis.

Calculated values
- ΔE to the lowest compared entry with this formula, charge and spin: 0.0 kcal/mol
- Expectation value of S²: 12.014
- Strongest force on any atom: 4.098 eV/A
- HOMO energy (alpha / beta): -18.348 / -18.355 eV

```
! wB97M-V def2-TZVPD RIJCOSX def2/J DEFGRID3
* xyz 2 7
H -0.281 -1.160 1.059
C 0.049 -0.029 0.544
C -1.227 -0.355 0.021
O 1.038 0.453 0.048
F -2.194 0.455 0.313
Dy 2.616 0.636 -1.984
*
```

# 12
Here is C2HDyO4 as an isolated structure in a non-equilibrium geometry from the OMol25 dataset. Energies are from the ωB97M-V functional and the def2-TZVPD basis.

Calculated values
- Expectation value of S²: 9.284
- Strongest force on any atom: 3.376 eV/A
- HOMO energy (alpha / beta): -21.223 / -21.939 eV

```
! wB97M-V def2-TZVPD RIJCOSX def2/J DEFGRID3
* xyz 2 6
O 1.114 -3.071 -3.364
C 0.875 -2.432 -2.446
O 0.701 -1.752 -1.512
C -0.752 1.872 1.783
O -0.187 2.136 0.686
O -0.762 0.684 2.211
Dy 0.278 -0.106 0.293
H -1.266 2.670 2.348
*
```